An isolated molecule of C5H8ClNS in a non-equilibrium geometry, computed with wB97M-V/def2-TZVPD.

```
16
Properties=species:S:1:pos:R:3:mulliken_charge:R:1
C 0.98884 -0.15057 1.09834 -1.268
C 0.28484 0.23296 -0.10541 1.095
C 0.22552 1.65134 -0.50630 -1.037
Cl 1.69014 2.42053 -1.23469 -0.213
C 0.30527 -0.84216 -1.12362 -0.645
N -0.93534 -0.29067 -0.51797 -0.300
C -1.81021 -1.04783 0.30280 -0.138
S -2.23606 -0.59453 1.84905 -0.244
H 2.05822 0.01151 1.07569 0.367
H 0.28729 0.33640 1.92410 0.270
H 0.53653 -1.25730 1.25390 0.334
H 0.07978 2.14706 0.40783 0.388
H -0.63950 1.77213 -1.12320 0.460
H 0.44200 -0.67124 -2.34778 0.197
H 0.75098 -1.74342 -0.74271 0.375
H -2.02830 -1.97422 -0.21004 0.359
```

For the maximum force, the calculation gives 0.116 Eh/bohr. The total energy comes out at -1108.340320 a.u. For the HOMO energy, the calculation gives -0.3312 Ha. The energy relative to the best compared isomer or geometry (same formula, charge and spin) comes out at 62.0 kcal per mole. Its SMILES is C[C@@]1(CCl)CN1C=S.

A cluster of 2 separate species, CH4Se in total in a non-equilibrium geometry, computed with wB97M-V/def2-TZVPD.

```
6
Properties=species:S:1:pos:R:3:mulliken_charge:R:1
C -0.39876 -0.50600 -0.03790 -0.866
Se 1.41838 0.22753 -0.27618 -0.088
H -0.79362 -0.35709 0.99814 0.269
H -1.01252 -0.05274 -0.79725 0.309
H -0.47254 -1.46843 -0.38063 0.334
H 1.25906 2.15673 0.49382 0.043
```

For the maximum force, the calculation gives 0.072 Eh/bohr. The total energy comes out at -2441.828514 a.u. For the HOMO energy, the calculation gives -0.3233 Ha. The energy relative to the best compared isomer or geometry (same formula, charge and spin) comes out at 42.7 kcal per mole.

A structure of composition C16H34N4O7V, computed with wB97M-V/def2-TZVPD.

```
62
Properties=species:S:1:pos:R:3:mulliken_spin:R:1
V -0.16850 -0.17727 0.05507 0.977
C -0.88607 -0.62116 -2.82064 -0.001
C -1.99721 0.26762 -2.30020 0.009
O -2.00872 0.12090 -0.86792 0.003
C -3.24009 -0.01113 -0.15263 -0.001
C -2.87114 0.27800 1.29477 0.007
O -1.62768 -0.35128 1.68042 0.000
C -1.71018 -1.69742 2.17485 -0.004
C -1.66116 -2.71243 1.04422 0.004
O -0.61637 -2.34909 0.12415 -0.002
C 0.52001 -3.22278 -0.01014 0.004
C 1.77219 -2.50085 0.47039 -0.002
O 1.80455 -1.13597 0.01567 -0.006
C 2.43601 -0.86044 -1.25816 0.009
C 1.46783 -1.05035 -2.41059 0.000
O 0.29601 -0.29041 -2.07191 0.003
H -0.71670 -0.46688 -3.88511 -0.002
H -1.13457 -1.67338 -2.65752 -0.001
H -2.94631 -0.03793 -2.73296 0.001
H -1.79413 1.30887 -2.53688 -0.001
H -3.66198 -1.00546 -0.29525 -0.002
H -3.96629 0.72619 -0.49199 0.000
H -3.67226 -0.01808 1.96960 0.000
H -2.68591 1.34402 1.39425 -0.003
H -2.61520 -1.83040 2.76667 0.000
H -0.84061 -1.81646 2.81883 0.000
H -2.59764 -2.72158 0.49003 -0.001
H -1.49437 -3.70983 1.44444 0.000
H 0.60403 -3.49957 -1.05787 -0.001
H 0.37951 -4.13526 0.56478 -0.001
H 2.66641 -3.03130 0.14703 0.000
H 1.76581 -2.44482 1.55634 -0.001
H 3.31918 -1.48352 -1.38525 0.001
H 2.73257 0.18400 -1.20596 -0.003
H 1.21115 -2.10237 -2.55278 -0.001
H 1.91181 -0.67775 -3.33278 0.001
N 1.29141 0.66720 2.27677 0.004
C 1.35360 2.12880 2.15360 0.004
C 2.75047 2.75117 2.33498 -0.001
C 3.09027 3.07576 3.80088 0.000
C 2.86437 4.58873 3.96407 0.000
N 1.54122 4.96755 3.43880 0.000
C 0.40222 5.00522 4.09443 -0.001
N -0.72482 5.28003 3.42783 0.000
N 0.34571 4.73340 5.40163 0.000
C 0.75735 2.60643 0.82685 0.007
O 0.72286 3.82732 0.69296 0.012
O 0.35329 1.72310 -0.01420 -0.005
H 1.41497 0.37779 3.23922 -0.001
H 2.06547 0.27018 1.75141 0.000
H 0.67558 2.56987 2.88645 -0.005
H 2.75529 3.68867 1.78351 0.000
H 3.49277 2.11634 1.85248 0.000
H 4.11578 2.83509 4.07406 0.000
H 2.43726 2.50859 4.47242 0.000
H 3.59122 5.10973 3.34617 0.000
H 3.00208 4.96258 4.97792 0.000
H 1.49184 5.14313 2.44209 0.000
H -0.68382 5.55029 2.45802 0.000
H -1.59466 5.42316 3.90836 0.000
H 1.18963 4.58347 5.92585 0.000
H -0.49794 4.88646 5.92526 0.000
```

For the maximum force, the calculation gives 0.016 Eh/bohr. The total energy comes out at -2319.298952 a.u. The multiplicity is 2. For the HOMO energy (alpha / beta), the calculation gives -0.4357 / -0.4156 Ha. The charge is +2. The energy relative to the best compared isomer or geometry (same formula, charge and spin) comes out at 0.0 kcal per mole.

A cluster of 2 separate species, C5H8O in total, computed with wB97M-V/def2-TZVPD.

```
14
Properties=species:S:1:pos:R:3:mulliken_charge:R:1
C 0.92111 -0.57958 2.20631 0.261
C 0.44733 -0.61338 1.09721 -0.358
C -0.15201 -0.61705 -0.21621 -0.040
C 0.55857 -1.01861 -1.27593 -0.810
C -1.57143 -0.11789 -0.29825 -0.984
H 1.34129 -0.57677 3.18906 0.415
H 1.58313 -1.36637 -1.17404 0.306
H 0.12127 -1.01717 -2.27166 0.280
H -1.62287 0.90512 0.08876 0.282
H -2.23626 -0.74905 0.30150 0.310
H -1.92737 -0.11943 -1.33213 0.338
O 0.63522 2.33567 -0.16329 -0.654
H 0.80711 1.67571 -0.84918 0.340
H 0.92224 1.88815 0.64388 0.315
```

For the maximum force, the calculation gives 0.009 Eh/bohr. The total energy comes out at -270.468742 a.u. For the HOMO energy, the calculation gives -0.3503 Ha. The energy relative to the best compared isomer or geometry (same formula, charge and spin) comes out at 55.9 kcal per mole. Its SMILES is C#CC(=C)C.O.

- energy relative to the best compared isomer or geometry (same formula, charge and spin) of number 4 (C5H8O)?
  55.9 kcal per mole

- Which of these has the lowest maximum force?
  C5H8O